{"formula": "C14H11Co2NO7S2", "method": "wB97M-V/def2-TZVPD", "elements": ["C", "O", "C", "C", "C", "C", "H", "H", "C", "H", "C", "C", "H", "C", "C", "H", "O", "H", "N", "O", "S", "C", "O", "S", "O", "Co", "H", "H", "H", "Co", "C", "H", "C", "C", "H", "O", "O"], "positions_angstrom": [[2.000, -1.537, 0.179], [1.219, -2.745, 0.159], [-3.022, 4.735, 4.457], [0.192, 5.012, 5.009], [1.871, 6.740, 3.382], [-0.131, 4.520, 3.712], [1.114, 4.571, 5.409], [0.618, 2.681, 3.528], [0.161, -2.651, -0.812], [-1.574, -1.394, -1.227], [-0.799, -1.514, -0.448], [0.193, 3.480, 2.940], [1.713, 0.607, 0.456], [-0.077, 7.679, 5.396], [-0.960, 7.182, 2.755], [0.789, -0.452, 1.604], [-1.382, 1.275, 5.403], [2.460, -1.347, -0.816], [0.008, -0.278, -0.390], [-1.901, 5.442, 7.980], [0.249, 2.380, -0.379], [-1.802, 4.933, 6.952], [2.967, 6.715, 2.984], [-1.899, 0.987, -1.766], [-1.747, 7.473, 1.954], [-1.577, 4.236, 5.377], [-1.270, -1.744, 0.532], [-0.351, -3.626, -0.771], [0.269, 3.551, 1.855], [0.176, 6.638, 4.017], [1.137, -0.330, 0.557], [0.568, -2.458, -1.830], [-1.500, 2.433, 5.409], [-0.541, 0.948, -0.776], [2.775, -1.708, 0.941], [-0.299, 8.301, 6.349], [-3.923, 5.112, 3.839]], "forces_ev_per_a": [[-0.4, 0.0, 0.2], [0.2, 0.3, -0.7], [-1.7, 1.1, -0.7], [0.4, -1.8, 0.2], [1.4, -0.2, -0.5], [0.5, 3.1, 1.1], [-0.3, 0.5, 0.4], [-0.3, -1.0, -0.4], [-0.1, 0.2, 0.4], [0.4, 0.1, 0.5], [0.7, 0.0, -0.2], [0.1, 1.1, 0.5], [-0.4, -0.4, 0.1], [-0.5, 0.1, 0.7], [-1.1, 0.3, -0.7], [0.0, 0.2, -0.4], [-0.4, 1.8, 0.0], [-0.2, -0.2, 0.4], [-0.5, 0.1, 0.6], [-0.2, -0.3, -0.1], [0.4, 0.2, 0.1], [0.7, 0.6, -0.3], [-1.6, 0.1, 0.6], [-0.7, -0.4, -0.3], [1.0, -0.3, 0.9], [0.1, -0.6, -0.8], [0.1, 0.2, -0.4], [0.2, 0.3, -0.2], [-0.2, -0.5, 0.3], [0.0, -0.7, -1.4], [-0.1, -0.4, -0.5], [-0.1, -0.2, 0.5], [0.6, -2.3, 0.4], [0.5, -0.2, -0.3], [-0.1, 0.1, -0.3], [0.3, -0.3, -0.6], [1.1, -0.6, 0.7]], "total_charge": -2, "largest_force_ev_per_a": 3.38, "e_homo_ev": -1.5, "homo_lumo_gap_ha": 0.218}